Computed, not measured: an isolated ion of composition C4H8N5OS and charge +1 at a distorted geometry, with ωB97M-V/def2-TZVPD.

Last column: Löwdin charge in e.
Positions of all 19 atoms, in Å:
C 1.67756 1.73299 -0.08206  -0.0312
N 0.68118 0.67872 0.20417  -0.1851
C 0.65654 -0.36554 -0.84348  -0.0274
C -0.67580 -1.15357 -0.77917  -0.3179
N -0.77008 -2.09062 -1.64854  0.2572
O -1.67011 -0.59832 -0.22758  0.0701
C -1.68451 0.32269 0.84221  -0.7703
S -2.78616 1.57181 0.77536  0.8119
N -1.09129 -0.19802 1.99251  -0.0003
N 0.19689 -0.15519 2.29166  0.0365
N 0.99737 0.22839 1.49417  0.0137
H 1.35774 2.58775 0.48640  0.0887
H 2.67872 1.48837 0.25368  0.0918
H 1.77716 2.03398 -1.12045  0.0948
H 0.53514 0.11833 -1.79818  0.1471
H 1.54711 -0.94341 -0.85299  0.1335
H 0.04486 -2.53142 -2.10863  0.1767
H -1.80340 -2.50571 -1.73463  0.2372
H -1.66891 -0.22124 2.85556  0.1731

Summary:
HOMO	-0.46452	Eh
HOMO-LUMO gap	7.94	eV
total energy	-904.02437	Eh
LUMO energy	-4.70	eV
spin multiplicity	1
molar mass	174.2	g mol⁻¹
total charge	+1
SMILES	CN1CC(=[NH2+])OC(=S)N/N=N\1
ΔE to the lowest compared entry with this formula, charge and spin	218.8	kJ/mol